Entry 1:
{
  "formula": "C7H8",
  "method": "the ωB97M-V functional and the def2-TZVPD basis",
  "species": ["C", "C", "C", "C", "C", "C", "C", "H", "H", "H", "H", "H", "H", "H", "H"],
  "coordinates": [[-1.89276, 0.54416, 1.13533], [-1.90966, -0.94971, -0.99064], [2.23756, 1.30423, -0.71206], [1.52423, 0.44462, -0.01583], [1.97546, -0.89726, 0.28927], [-1.96005, -0.26345, 0.07971], [1.96796, -2.05577, 0.62080], [-1.45612, 0.15242, 2.05122], [-2.80054, -1.71964, -1.12038], [-1.21136, -0.99123, -1.83729], [3.17006, 0.78499, -1.09946], [2.01649, -3.10553, 0.93243], [-1.99583, 1.57148, 1.20052], [2.13878, 2.44881, -0.86616], [0.61854, 0.77510, 0.58787]],
  "atomic_forces_ev_per_a": [[0.95, -3.10, -0.52], [-2.60, -3.33, -2.00], [2.36, 0.83, -1.19], [-1.25, 0.62, 2.13], [-1.30, -0.04, -0.20], [0.78, 2.90, 2.21], [0.42, -0.91, 0.28], [0.02, -0.29, -0.10], [1.66, 1.71, 0.03], [0.15, 0.28, 0.95], [-0.97, 1.34, 0.04], [0.04, 1.15, -0.37], [-1.07, 1.83, -0.52], [-0.29, -2.40, 0.31], [1.09, -0.59, -1.06]],
  "lowdin_charge": [-0.015, -0.030, -0.017, -0.243, -0.163, -0.207, 0.103, 0.061, 0.103, 0.067, 0.079, 0.042, 0.031, 0.094, 0.095],
  "smiles": "C#CC=C.C=C=C",
  "homo_ev": -9.33,
  "lumo_ev": 0.9,
  "max_force_ev_per_a": 4.68,
  "homo_lumo_gap_ha": 0.377
}

Entry 2:
{
  "formula": "C2H9N3",
  "method": "the ωB97M-V functional and the def2-TZVPD basis",
  "species": ["N", "N", "N", "C", "C", "H", "H", "H", "H", "H", "H", "H", "H", "H"],
  "coordinates": [[1.16176, -1.12093, -0.11581], [-1.25342, -1.39271, -0.04544], [-1.02877, 2.29883, -0.35852], [0.00289, -1.78515, 0.55947], [0.14826, 2.45752, -0.76668], [0.06897, -1.51942, 1.61128], [-1.81842, -0.83478, 0.58519], [-1.09907, -0.72645, -0.79725], [0.91340, 3.08548, -0.29686], [1.54739, -0.48812, 0.57508], [0.10684, -2.87086, 0.46124], [0.51405, 1.90248, -1.64212], [-1.15901, 2.78995, 0.52599], [1.89513, -1.79585, -0.29557]],
  "atomic_forces_ev_per_a": [[-0.38, -0.29, 0.60], [-0.65, 0.71, 0.05], [-0.20, -0.25, 0.38], [0.85, 0.12, -0.74], [0.91, -0.29, -0.49], [-0.45, -0.18, 0.25], [0.01, -0.26, 0.26], [0.37, -0.33, -0.15], [-0.17, 0.01, 0.18], [0.18, 0.21, -0.29], [0.12, 0.12, 0.09], [-0.36, 0.23, 0.08], [-0.19, 0.24, -0.13], [-0.05, -0.04, -0.09]],
  "lowdin_charge": [-0.011, -0.018, 0.015, -0.360, -0.163, 0.095, 0.050, 0.045, 0.060, 0.047, 0.094, 0.059, 0.037, 0.050],
  "smiles": "C=N.NCN",
  "homo_ev": -9.03,
  "lumo_ev": 1.0,
  "max_force_ev_per_a": 1.13,
  "homo_lumo_gap_ha": 0.367
}

Entry 3:
{
  "formula": "C33H26F5HgP2S",
  "method": "the ωB97M-V functional and the def2-TZVPD basis",
  "species": ["Hg", "S", "P", "P", "F", "F", "F", "F", "F", "C", "C", "C", "C", "C", "C", "C", "C", "C", "C", "C", "C", "C", "C", "C", "C", "C", "C", "C", "C", "C", "C", "C", "C", "C", "C", "C", "C", "C", "C", "C", "C", "C", "H", "H", "H", "H", "H", "H", "H", "H", "H", "H", "H", "H", "H", "H", "H", "H", "H", "H", "H", "H", "H", "H", "H", "H", "H", "H"],
  "coordinates": [[-1.16273, 1.36427, -0.23028], [-3.10511, 3.42248, 0.83393], [1.79749, 0.19618, -1.00974], [-1.11123, -1.70576, -0.82044], [-1.95976, 4.35286, 6.53715], [-1.45554, 1.66139, 2.73061], [-0.96969, 2.11540, 5.30811], [-3.90793, 5.69132, 2.48966], [-3.41750, 6.12898, 5.08517], [3.29957, 0.83498, -0.17486], [-1.69187, 3.00237, 4.61799], [-2.62761, -2.64555, -1.24810], [-1.95495, 2.77582, 3.27956], [-2.38841, -1.60518, 1.62599], [2.03120, 0.93438, -2.67682], [0.96614, 1.56235, -3.31231], [-4.69098, -2.78998, -2.48322], [5.12554, 0.55393, 1.38004], [-2.47388, -1.55846, 3.00639], [-2.94188, 5.02613, 4.50195], [-4.94005, -4.02976, -1.91921], [1.25278, -2.27030, -2.26142], [2.32027, -1.53958, -1.43673], [-0.04155, -2.10484, 1.78233], [4.88284, 2.62098, 0.19444], [-2.87972, -3.90023, -0.69165], [3.74031, 2.13601, -0.42059], [-1.34345, -1.78561, 3.78008], [5.59335, 1.82373, 1.08088], [0.17926, -2.93508, -1.39257], [3.43306, 1.47651, -4.56180], [3.26740, 0.88322, -3.32293], [-1.16947, -1.88213, 0.99884], [-4.03265, -4.58856, -1.02670], [-3.18913, 4.79184, 3.16448], [3.98053, 0.06715, 0.76737], [-2.71189, 3.65463, 2.50239], [1.13155, 2.15381, -4.55776], [-2.19138, 4.12915, 5.24452], [-0.13289, -2.06163, 3.16740], [2.36942, 2.12476, -5.17799], [-3.53561, -2.09583, -2.14517], [3.61701, -0.91908, 1.02912], [-3.42113, -1.34371, 3.48362], [0.29438, 2.64292, -5.03827], [0.00307, 1.59102, -2.81462], [-3.33234, -1.12034, -2.57108], [2.51080, 2.61212, -6.13369], [-2.17469, -4.32751, 0.01132], [4.39893, 1.43800, -5.04906], [5.65703, -0.06553, 2.09103], [0.91810, -2.30427, 1.31950], [4.10948, 0.39699, -2.84642], [-5.84815, -4.56359, -2.16718], [-5.39603, -2.36005, -3.18266], [-1.40615, -1.74623, 4.85940], [6.49427, 2.19664, 1.54955], [3.25619, -1.47411, -1.99301], [-4.23099, -5.55834, -0.58844], [0.77418, -1.57209, -2.95566], [5.22543, 3.62454, -0.02238], [3.19095, 2.77261, -1.10259], [1.74344, -3.03570, -2.86672], [2.51705, -2.08813, -0.51323], [-0.35101, -3.68805, -1.97551], [0.74984, -2.23539, 3.76954], [0.63125, -3.42919, -0.52999], [-3.27475, -1.42963, 1.02847]],
  "atomic_forces_ev_per_a": [[-0.44, 0.56, 0.29], [0.36, -0.65, -0.71], [0.16, 0.00, -0.12], [-0.21, -0.50, -0.15], [0.04, -0.01, 0.07], [0.06, -0.12, 0.07], [0.04, 0.00, 0.08], [-0.05, 0.06, 0.02], [-0.02, 0.01, 0.04], [-0.10, -0.01, 0.05], [-0.02, -0.05, -0.01], [0.06, 0.14, 0.03], [-0.23, 0.21, -0.15], [0.09, 0.01, 0.10], [-0.04, -0.01, 0.07], [0.02, -0.07, 0.14], [-0.04, 0.01, -0.04], [0.06, -0.05, 0.07], [0.02, -0.04, 0.02], [0.00, 0.07, 0.06], [-0.07, 0.00, -0.03], [0.09, -0.11, 0.22], [-0.12, 0.18, 0.03], [-0.04, 0.08, -0.03], [0.03, 0.05, 0.03], [-0.10, 0.01, -0.11], [0.00, -0.03, 0.03], [0.00, -0.03, 0.05], [-0.06, 0.00, 0.02], [0.01, 0.42, 0.00], [0.11, -0.03, -0.03], [-0.09, 0.05, -0.08], [0.02, 0.15, -0.09], [0.05, -0.02, 0.05], [0.21, -0.24, -0.05], [-0.03, -0.01, -0.08], [0.14, 0.11, 0.51], [-0.04, 0.05, -0.08], [-0.05, 0.00, -0.21], [0.08, 0.00, 0.04], [-0.05, -0.01, 0.05], [0.07, -0.05, 0.07], [0.06, -0.04, -0.03], [-0.01, 0.02, -0.02], [-0.01, 0.02, 0.01], [-0.02, 0.05, -0.07], [-0.05, 0.01, -0.02], [-0.01, -0.04, -0.03], [-0.02, -0.02, 0.03], [0.01, 0.02, 0.00], [-0.01, 0.00, 0.01], [0.00, 0.00, 0.00], [0.03, 0.02, 0.02], [0.00, -0.01, -0.03], [-0.01, 0.01, 0.01], [0.00, 0.01, 0.01], [0.00, 0.01, 0.00], [0.04, -0.03, 0.06], [0.00, 0.00, 0.00], [0.07, -0.07, -0.09], [-0.02, 0.01, 0.00], [0.04, -0.01, -0.07], [0.00, 0.01, 0.00], [0.04, -0.03, -0.03], [-0.03, 0.00, 0.06], [0.00, 0.00, 0.00], [-0.02, -0.08, -0.05], [-0.01, 0.03, 0.00]],
  "lowdin_charge": [0.628, 0.528, 0.975, 0.954, 0.123, -0.007, 0.114, 0.077, 0.120, -0.383, -0.150, -0.407, -0.251, -0.120, -0.400, -0.117, -0.084, -0.086, -0.078, -0.148, -0.087, -0.313, -0.353, -0.100, -0.080, -0.099, -0.101, -0.084, -0.089, -0.332, -0.076, -0.100, -0.427, -0.077, -0.258, -0.101, -0.593, -0.080, -0.147, -0.080, -0.083, -0.102, 0.091, 0.109, 0.105, 0.033, 0.095, 0.104, 0.113, 0.105, 0.103, 0.081, 0.108, 0.103, 0.103, 0.105, 0.102, 0.076, 0.104, 0.089, 0.105, 0.107, 0.108, 0.062, 0.080, 0.104, 0.074, 0.107],
  "s2": 0.76,
  "homo_ev": [-7.32, -7.65],
  "multiplicity": 2,
  "lumo_ev": [0.5, -1.9],
  "max_force_ev_per_a": 1.03,
  "homo_lumo_gap_ha": [0.287, 0.212]
}